1.
The following is a DFT calculation (ωB97M-V/def2-TZVPD) of the molecule C4H5FO2 in a non-equilibrium geometry.

Each line ends with the natural charge from an NBO analysis.
Atoms and positions in Å:
C: 2.066408 -0.348383 -0.026685  -0.679
C: 0.750667 0.389258 -0.051229  0.514
F: 0.761495 1.724273 0.034447  -0.306
C: -0.407826 -0.221849 -0.063351  -0.453
C: -1.738534 0.413014 -0.051056  0.761
O: -2.063342 1.565154 -0.080740  -0.568
O: -2.683649 -0.603599 0.002780  -0.696
H: 2.547362 -0.080853 0.898916  0.234
H: 1.912119 -1.441181 -0.123954  0.235
H: 2.697526 -0.002422 -0.805317  0.234
H: -0.367764 -1.298135 -0.015538  0.233
H: -3.474460 -0.095273 0.281730  0.490

Forces on the atoms, in the same order (eV/Å):
C -1.11 0.22 0.36
C 0.52 0.07 0.19
F 0.80 -0.21 -0.21
C -0.95 -0.52 -0.08
C -0.25 -1.24 -0.11
O 0.24 0.07 0.13
O -0.08 1.37 0.58
H 0.36 -0.20 0.49
H 0.05 0.78 0.19
H 0.61 0.30 -0.89
H -0.27 -0.05 -0.20
H 0.06 -0.60 -0.44

Orbital gap ... 11.0 eV
Multiplicity ... 1
Energy relative to the best compared isomer or geometry (same formula, charge and spin) ... 20.94 kJ/mol
SMILES string ... C/C(F)=C/C(=O)O
LUMO energy ... 0.756 eV

2.
The following is a DFT calculation (ωB97M-V/def2-TZVPD) of C28H42N8O2PPtS as an isolated structure in a non-equilibrium geometry.

Each line ends with the Löwdin spin population.
Atoms and positions in Å:
Pt: -0.322116 0.069839 0.039051  0.683
N: -2.301826 -1.682063 3.696618  0.012
C: -1.797473 -1.216354 2.462738  0.017
S: -0.306648 -0.353656 2.519636  0.120
N: -2.538263 -1.541060 1.448899  -0.001
N: -2.117352 -1.047154 0.207606  0.036
C: -2.603558 -1.717510 -0.779433  0.003
C: -2.562467 -1.398286 -2.209235  0.003
C: -3.256104 -2.284101 -3.037684  0.000
C: -3.421280 -2.093272 -4.399363  0.000
C: -2.852270 -0.946461 -4.968188  0.002
C: -2.127547 -0.068159 -4.199885  0.001
C: -1.923528 -0.243016 -2.787992  0.009
O: -1.230963 0.596439 -2.136583  0.060
H: -1.981600 -1.093341 4.451695  0.006
H: -3.309339 -1.767588 3.663697  0.003
H: -3.171863 -2.613700 -0.514911  0.003
H: -3.697251 -3.161704 -2.570659  0.001
H: -3.987369 -2.798026 -4.996136  0.000
H: -2.981139 -0.749049 -6.029314  0.000
H: -1.665884 0.808739 -4.641960  0.000
O: -1.385543 2.714984 0.698876  0.001
N: -0.294998 3.223759 0.311213  -0.001
C: 0.611949 3.699137 1.208412  -0.001
C: 1.743956 4.364251 0.788523  0.000
C: 1.996361 4.537384 -0.562560  -0.002
C: 1.107685 3.966755 -1.462423  0.000
C: -0.019160 3.309903 -1.023021  0.000
H: 0.350657 3.494980 2.234728  0.000
H: 2.429373 4.735385 1.539857  0.000
H: 2.886660 5.048236 -0.902949  0.000
H: 1.283735 4.013479 -2.529142  0.000
H: -0.732774 2.790306 -1.648496  0.000
N: 1.780513 0.147904 -0.251913  0.021
P: 2.801426 -0.767702 -0.869475  0.008
N: 2.752845 -2.471273 -0.565040  0.000
C: 1.369182 -2.974851 -0.695533  0.003
C: 0.817635 -3.469973 0.630123  0.000
C: 1.643404 -4.668086 1.135658  0.000
C: 3.051484 -4.635776 0.526931  0.000
C: 3.541254 -3.196611 0.418406  0.000
N: 4.457898 -0.363457 -0.571524  0.003
C: 4.817481 0.946476 -1.125487  0.000
C: 4.416074 2.118662 -0.234615  0.000
C: 4.989558 1.967469 1.168469  0.000
C: 4.566350 0.614172 1.729428  0.000
C: 5.020476 -0.488943 0.771458  0.000
N: 2.869191 -0.822660 -2.567746  0.000
C: 3.892365 -1.535940 -3.291373  0.000
C: 3.310620 -2.731001 -4.047977  0.000
C: 2.186802 -2.260337 -4.967938  0.000
C: 1.122636 -1.530665 -4.149633  0.000
C: 1.750489 -0.373461 -3.374564  0.002
H: 1.335262 -3.781133 -1.445109  0.000
H: 0.729977 -2.163429 -1.052358  0.003
H: -0.236006 -3.733654 0.516083  0.000
H: 0.851408 -2.637376 1.335490  -0.001
H: 1.153385 -5.612803 0.878647  0.000
H: 1.718165 -4.633312 2.226624  0.000
H: 3.045763 -5.081028 -0.472238  0.000
H: 3.753610 -5.212536 1.137657  0.000
H: 4.595105 -3.184894 0.120463  0.000
H: 3.475064 -2.758760 1.429755  0.000
H: 4.329441 1.047392 -2.095857  0.000
H: 5.907468 0.950769 -1.291194  0.000
H: 3.324984 2.107997 -0.182680  0.000
H: 4.741096 3.059703 -0.693567  0.000
H: 4.654443 2.786836 1.812273  0.000
H: 6.089099 2.007269 1.129439  0.000
H: 3.476527 0.570921 1.811251  0.000
H: 5.005362 0.444506 2.719417  0.000
H: 4.791977 -1.462280 1.189523  0.000
H: 6.117403 -0.432744 0.671301  0.000
H: 4.661725 -1.857707 -2.589970  0.000
H: 4.368014 -0.853929 -4.021473  0.000
H: 2.904167 -3.426915 -3.307222  0.000
H: 4.098112 -3.247291 -4.610340  0.000
H: 1.749652 -3.101686 -5.515058  0.000
H: 2.602139 -1.568380 -5.714305  0.000
H: 0.675363 -2.226150 -3.433503  0.000
H: 0.317657 -1.160010 -4.786205  0.000
H: 1.019181 0.106570 -2.722923  0.003
H: 2.100607 0.386130 -4.099389  0.000

Forces on the atoms, in the same order (eV/Å):
Pt 0.45 -1.41 0.33
N 0.05 0.04 0.03
C -0.10 -0.06 0.08
S -0.04 0.04 -0.24
N 0.23 0.10 -0.25
N -0.14 0.28 0.11
C -0.02 0.18 -0.23
C 0.07 -0.12 0.37
C -0.08 -0.07 -0.08
C 0.03 0.05 0.04
C -0.02 -0.06 -0.01
C 0.00 0.00 0.09
C -0.07 0.04 -0.06
O 0.08 0.16 -0.12
H 0.00 -0.02 0.00
H 0.00 0.00 -0.01
H -0.04 0.05 -0.02
H -0.03 0.02 0.00
H 0.02 -0.01 -0.01
H 0.03 -0.01 -0.01
H -0.01 0.01 0.01
O 0.00 0.28 0.14
N -0.22 0.26 -0.09
C 0.05 -0.07 -0.10
C -0.07 -0.02 0.08
C 0.05 0.00 -0.01
C -0.09 -0.02 -0.03
C 0.11 -0.13 0.07
H -0.01 0.02 0.00
H 0.00 -0.02 0.00
H 0.00 -0.01 0.00
H 0.00 -0.02 0.00
H 0.01 -0.04 0.00
N -0.30 0.68 0.02
P 0.07 -0.13 -0.04
N 0.02 -0.10 0.06
C 0.07 0.00 -0.13
C 0.07 -0.07 0.02
C -0.02 0.04 -0.05
C 0.00 0.00 0.04
C -0.08 -0.05 -0.01
N 0.04 -0.12 0.05
C 0.02 -0.13 -0.13
C -0.02 0.01 -0.02
C -0.05 -0.04 -0.01
C 0.06 0.01 0.00
C -0.11 0.13 0.08
N 0.00 0.22 -0.05
C -0.15 -0.15 0.02
C 0.01 0.06 -0.02
C -0.04 -0.04 0.06
C 0.08 0.05 -0.03
C 0.07 0.09 0.06
H -0.01 0.00 -0.02
H 0.01 0.02 0.02
H -0.01 0.02 0.02
H -0.03 0.01 0.00
H 0.01 -0.01 0.01
H -0.02 -0.02 0.00
H 0.03 -0.01 0.00
H 0.00 -0.02 -0.02
H -0.01 0.03 0.02
H -0.04 -0.05 -0.01
H 0.06 -0.01 -0.03
H 0.02 0.01 0.02
H -0.01 0.04 0.02
H 0.01 -0.01 -0.02
H 0.01 0.00 0.01
H 0.00 0.05 0.01
H 0.00 -0.01 0.01
H -0.01 -0.01 0.01
H 0.05 0.16 -0.01
H 0.02 -0.02 -0.01
H 0.00 0.01 0.00
H 0.03 -0.01 0.00
H 0.04 -0.03 -0.01
H 0.00 0.00 0.00
H 0.00 0.00 -0.01
H 0.00 -0.02 -0.02
H -0.06 0.01 -0.02
H -0.02 0.00 0.00
H -0.02 -0.02 0.02
H 0.01 -0.01 -0.02

Total charge ... -2
Orbital gap (alpha / beta) ... 3.8 / 4.7 eV
Multiplicity ... 2
Energy relative to the best compared isomer or geometry (same formula, charge and spin) ... 0.00 kJ/mol
⟨S²⟩ ... 0.757
LUMO energy (alpha / beta) ... 4.670 / 4.664 eV